(1)
This record from the OMol25 dataset describes a molecular structure, C22H28FN2O3Sm at a distorted geometry. The level of theory is the ωB97M-V functional and the def2-TZVPD basis.

XYZ file:
```
57
Properties=species:S:1:pos:R:3:forces:R:3:nbo_charge:R:1
Sm -0.456 -0.504 0.244 2.00 1.10 -0.27 2.0013
N -3.588 2.471 -0.896 -0.20 -0.13 -0.17 -0.7927
C -2.438 1.856 -0.568 -0.12 0.74 0.16 0.7147
O -2.108 0.815 -1.142 0.28 -0.40 0.01 -0.6882
C -1.601 2.514 0.504 0.52 -0.16 0.03 -0.5174
C -0.155 1.950 0.532 -0.41 0.53 -0.03 -1.0075
H -4.192 2.046 -1.583 0.06 0.01 0.05 0.4057
H -3.903 3.299 -0.423 0.13 -0.03 0.01 0.4031
H -2.095 2.300 1.462 -0.07 0.10 -0.14 0.2349
H -1.633 3.605 0.345 -0.21 -0.17 0.10 0.2074
H 0.281 2.262 1.495 0.02 -0.17 -0.16 0.2099
H 0.409 2.518 -0.231 0.02 -0.34 0.11 0.2017
C -0.216 -1.385 -3.191 0.33 0.04 0.31 -0.5792
C 1.016 -2.124 -2.648 0.01 0.06 -0.15 -0.2542
C 1.927 -2.586 -3.787 -0.07 0.17 0.19 -0.5918
C 0.587 -3.294 -1.784 0.23 0.33 0.42 -0.0829
C 0.005 -4.421 -2.345 -0.11 -0.17 0.05 -0.1608
C -0.377 -5.488 -1.553 -0.01 0.07 -0.15 -0.2296
C -0.178 -5.441 -0.183 0.12 0.04 0.04 -0.2139
C 0.399 -4.334 0.419 0.00 0.17 -0.03 -0.0412
C 0.556 -4.235 1.924 -0.07 0.03 0.09 -0.2587
C -0.512 -3.293 2.499 0.27 0.11 -0.14 -0.5567
C 0.498 -5.580 2.644 0.09 0.24 -0.11 -0.6002
C 0.771 -3.237 -0.391 0.13 -0.40 -0.29 0.2175
N 1.251 -2.050 0.195 -0.52 0.14 0.06 -0.8733
C 2.415 -2.072 0.887 0.85 0.25 0.33 0.2033
C 3.488 -2.957 0.641 -0.43 0.33 -0.02 -0.2887
C 4.659 -2.871 1.359 0.22 0.01 0.22 -0.1958
C 4.830 -1.919 2.355 0.01 -0.04 -0.08 -0.2641
C 3.796 -1.035 2.638 -0.19 0.08 0.02 -0.2453
C 2.635 -1.134 1.914 -0.50 -0.05 -0.20 0.2934
F 1.548 -0.282 2.209 0.58 -0.51 -0.42 -0.3470
H 0.086 -0.500 -3.754 -0.09 0.07 0.04 0.2115
H -0.883 -1.087 -2.368 -0.06 -0.01 -0.43 0.1909
H -0.784 -2.036 -3.854 -0.15 -0.03 0.03 0.2150
H 1.595 -1.421 -2.022 -0.18 -0.34 -0.17 0.2193
H 1.396 -3.247 -4.466 -0.04 -0.12 -0.11 0.1994
H 2.787 -3.118 -3.386 0.08 -0.06 -0.03 0.2150
H 2.283 -1.732 -4.359 0.06 0.09 -0.09 0.2067
H -0.154 -4.474 -3.412 0.00 0.02 -0.14 0.1972
H -0.831 -6.361 -2.001 -0.04 -0.05 -0.04 0.2081
H -0.483 -6.284 0.415 -0.02 -0.09 0.10 0.2101
H 1.541 -3.808 2.138 -0.17 -0.05 0.00 0.2223
H -1.506 -3.619 2.189 -0.05 0.04 0.00 0.2077
H -0.351 -2.257 2.156 -0.09 -0.50 0.33 0.1716
H -0.472 -3.294 3.588 0.00 0.11 0.06 0.2151
H -0.506 -5.997 2.633 -0.12 -0.13 -0.02 0.1989
H 0.791 -5.443 3.683 -0.01 -0.02 0.10 0.2118
H 1.188 -6.287 2.188 0.02 -0.16 -0.01 0.2137
H 3.369 -3.701 -0.134 -0.04 -0.07 -0.07 0.2199
H 5.462 -3.560 1.140 0.08 -0.06 -0.02 0.2119
H 5.756 -1.868 2.905 0.07 0.05 0.08 0.2142
H 3.888 -0.294 3.416 -0.04 0.10 0.07 0.2280
O -2.162 -1.930 -0.256 -0.06 -0.60 -0.86 -0.7125
C -2.794 -1.423 0.683 -2.49 -0.80 0.38 0.6512
O -2.291 -0.682 1.554 0.03 0.62 0.95 -0.7426
H -3.886 -1.635 0.758 0.33 0.05 -0.02 0.1121
```
Positions in Å, forces in eV/Å.

## Properties
Max |F| = 2.6 eV Å⁻¹
Charge = 0
Orbital gap (spin up / spin down) = 7.543 / 7.572 eV
Spin multiplicity = 6

=====

(2)
This record from the OMol25 dataset describes a molecular structure, C55H53CrN6P2S at a distorted geometry. The level of theory is the ωB97M-V functional and the def2-TZVPD basis.

XYZ file:
```
118
Properties=species:S:1:pos:R:3:forces:R:3:nbo_charge:R:1
Cr 0.051 0.090 -0.195 0.06 0.22 0.54 1.2919
C 1.358 -1.499 -3.962 -0.15 -0.18 -0.15 -0.2685
C 1.292 -0.739 -2.797 -0.01 0.13 0.10 0.1098
N 0.373 -0.921 -1.863 0.49 -0.53 -0.84 -0.6053
C -0.509 -1.938 -2.012 -0.57 -0.75 -0.21 0.0974
C -0.576 -2.700 -3.206 0.03 0.26 0.39 -0.0072
C 0.398 -2.454 -4.194 0.05 0.27 0.34 -0.0716
C -1.588 -3.671 -3.324 -0.29 -0.19 0.21 -0.2238
C -2.450 -3.879 -2.278 0.24 -0.10 -0.65 -0.1561
C -2.337 -3.182 -1.073 0.40 0.64 0.55 -0.2469
C -1.353 -2.213 -0.889 -0.29 -0.86 -0.91 0.2127
N -1.017 -1.457 0.209 0.05 0.46 -0.19 -0.7677
C -1.553 -1.520 1.470 -0.43 -0.11 1.08 0.2020
C -2.492 -2.389 2.014 0.51 0.24 -0.73 -0.1818
C -2.875 -2.300 3.353 0.15 0.33 0.62 -0.1812
C -2.308 -1.390 4.207 -0.24 -0.32 -0.14 -0.1946
C -1.362 -0.472 3.713 0.20 0.05 -0.43 -0.0781
C -0.744 0.510 4.513 0.14 0.04 -0.45 -0.0710
C 0.116 1.405 3.925 -0.18 -0.09 0.15 -0.2632
C 0.337 1.328 2.550 -0.09 0.06 -0.27 0.1080
N -0.209 0.412 1.766 0.16 0.43 0.93 -0.5720
C -1.025 -0.511 2.335 -0.60 -0.54 0.47 0.1130
H 2.149 -1.315 -4.669 0.09 0.07 -0.08 0.2472
H 2.013 0.050 -2.610 0.02 -0.01 -0.08 0.2353
H 0.389 -3.032 -5.105 0.02 -0.08 -0.13 0.2386
H -1.672 -4.246 -4.232 0.01 -0.09 -0.14 0.2326
H -3.233 -4.618 -2.364 -0.04 -0.04 -0.05 0.2355
H -3.051 -3.425 -0.308 0.02 0.06 0.04 0.2240
H -2.943 -3.169 1.431 0.01 -0.02 -0.04 0.2152
H -3.629 -2.983 3.712 -0.03 -0.09 0.10 0.2363
H -2.581 -1.362 5.248 -0.07 0.03 0.18 0.2317
H -0.959 0.548 5.569 -0.01 0.03 0.16 0.2400
H 0.616 2.165 4.501 0.06 0.09 0.03 0.2455
H 0.994 2.037 2.064 -0.08 -0.01 0.10 0.2017
C 3.418 1.534 -0.369 -0.30 -0.24 0.27 -0.4807
N 3.108 1.854 -1.729 0.06 -0.22 -0.16 -0.5008
C 2.055 2.826 -1.851 -0.27 -0.09 0.20 -0.4747
P 0.354 2.082 -1.546 -0.12 1.67 -0.99 0.8720
C -0.548 3.590 -1.066 -0.07 -0.17 0.22 -0.3626
C -1.375 4.278 -1.947 0.15 -0.19 0.00 -0.1413
C -2.062 5.397 -1.510 -0.04 0.13 0.01 -0.2112
C -1.923 5.846 -0.208 -0.01 -0.05 -0.01 -0.1887
C -1.082 5.175 0.667 0.02 0.01 0.08 -0.1929
C -0.409 4.047 0.242 0.08 -0.06 -0.15 -0.1990
C -0.325 1.732 -3.207 -0.04 -0.35 0.12 -0.4150
C -1.453 0.910 -3.240 0.08 0.12 0.08 -0.1424
C -2.036 0.558 -4.441 -0.03 -0.09 -0.01 -0.2249
C -1.473 0.985 -5.632 -0.01 0.02 -0.02 -0.1650
C -0.350 1.793 -5.613 0.00 0.01 -0.11 -0.2206
C 0.213 2.182 -4.409 0.07 0.07 0.20 -0.1498
C 4.143 1.823 -2.705 0.28 -0.01 -0.19 0.1292
C 3.826 1.490 -4.019 -0.02 0.03 0.09 -0.2604
C 4.814 1.419 -4.984 0.05 0.07 -0.06 -0.1716
C 6.133 1.681 -4.657 0.04 0.00 -0.02 -0.2092
C 6.455 2.022 -3.355 0.05 -0.02 -0.06 -0.1933
C 5.471 2.092 -2.386 -0.15 0.04 0.11 -0.2049
P 2.414 0.082 0.261 1.59 0.11 0.16 0.9281
C 3.266 -1.379 -0.423 -0.29 0.00 -0.06 -0.3832
C 2.531 -2.558 -0.541 -0.04 0.04 0.13 -0.1946
C 3.119 -3.707 -1.038 -0.02 -0.11 0.04 -0.2011
C 4.457 -3.702 -1.400 -0.05 0.02 0.04 -0.1656
C 5.199 -2.544 -1.254 0.11 0.03 0.00 -0.2088
C 4.612 -1.385 -0.776 -0.05 0.11 0.04 -0.1235
C 2.957 0.066 2.001 -0.27 -0.11 0.09 -0.3958
C 3.370 1.208 2.685 0.09 -0.03 -0.13 -0.1517
C 3.713 1.137 4.023 0.05 0.03 0.07 -0.2177
C 3.656 -0.073 4.693 0.00 0.02 -0.01 -0.1761
C 3.250 -1.214 4.020 -0.03 -0.08 0.09 -0.1753
C 2.889 -1.145 2.687 -0.01 0.05 -0.11 -0.1935
H 3.218 2.396 0.282 0.11 -0.13 -0.04 0.2105
H 4.465 1.250 -0.242 -0.21 0.10 0.03 0.2580
H 2.088 3.300 -2.833 -0.11 -0.07 0.14 0.2564
H 2.167 3.626 -1.098 -0.06 -0.04 -0.15 0.2179
H -1.481 3.938 -2.967 -0.06 0.02 -0.04 0.2222
H -2.696 5.934 -2.195 -0.12 0.07 -0.13 0.2311
H -2.464 6.718 0.123 -0.03 0.13 0.03 0.2316
H -0.948 5.535 1.675 -0.01 0.03 0.13 0.2253
H 0.239 3.513 0.923 0.00 0.05 0.09 0.1928
H -1.882 0.557 -2.309 -0.11 0.01 -0.15 0.2265
H -2.914 -0.070 -4.447 -0.09 -0.06 0.00 0.2310
H -1.915 0.692 -6.570 -0.04 -0.03 -0.16 0.2322
H 0.098 2.118 -6.540 0.01 0.10 -0.08 0.2334
H 1.067 2.841 -4.429 0.11 0.04 -0.03 0.2092
H 2.803 1.286 -4.295 -0.19 -0.05 0.00 0.2075
H 4.553 1.158 -5.998 -0.04 -0.03 -0.10 0.2241
H 6.902 1.630 -5.411 0.08 -0.02 -0.08 0.2327
H 7.476 2.254 -3.093 0.08 0.00 0.03 0.2304
H 5.748 2.386 -1.384 0.02 0.05 0.12 0.2064
H 1.497 -2.580 -0.219 -0.06 -0.05 -0.08 0.2146
H 2.536 -4.609 -1.136 -0.08 -0.11 0.02 0.2316
H 4.923 -4.600 -1.773 0.03 -0.08 -0.06 0.2354
H 6.250 -2.541 -1.498 0.11 0.02 -0.08 0.2343
H 5.225 -0.503 -0.673 0.07 0.08 -0.02 0.2068
H 3.435 2.168 2.197 0.00 0.08 -0.03 0.2011
H 4.028 2.031 4.538 0.07 0.07 0.05 0.2317
H 3.935 -0.124 5.734 0.03 -0.04 0.11 0.2356
H 3.220 -2.161 4.535 -0.03 -0.11 0.05 0.2340
H 2.568 -2.035 2.163 0.01 -0.12 0.04 0.2223
C -4.492 4.092 1.899 -0.18 0.20 0.03 -0.4097
N -4.063 2.743 1.583 -0.19 0.06 -0.11 -0.4251
C -3.518 2.022 2.708 0.13 -0.29 0.24 -0.4073
C -3.972 2.267 0.327 0.33 -0.08 -0.11 0.4030
S -2.836 1.069 -0.073 0.12 -0.47 -0.07 -0.3034
N -4.819 2.712 -0.615 0.13 0.12 0.24 -0.4135
C -6.189 3.097 -0.326 -0.26 0.13 0.10 -0.4117
C -4.578 2.406 -2.008 0.22 -0.08 -0.35 -0.4094
H -3.742 4.545 2.553 0.00 0.00 -0.06 0.2105
H -5.446 4.103 2.432 0.01 0.03 -0.06 0.2116
H -4.566 4.691 0.995 -0.02 -0.01 0.01 0.2221
H -4.230 2.066 3.535 0.00 0.05 0.00 0.2130
H -2.575 2.462 3.044 0.03 0.01 -0.05 0.1920
H -3.351 0.979 2.443 -0.05 0.15 0.02 0.2361
H -6.439 2.899 0.711 0.03 0.04 0.05 0.2199
H -6.854 2.497 -0.946 -0.01 -0.02 -0.02 0.2191
H -6.364 4.148 -0.558 -0.04 0.02 0.06 0.2117
H -3.520 2.510 -2.241 -0.10 0.04 0.00 0.2270
H -5.150 3.103 -2.618 -0.03 0.01 0.00 0.2146
H -4.878 1.381 -2.245 -0.05 0.04 -0.02 0.2094
```
Positions in Å, forces in eV/Å.

## Properties
Max |F| = 1.9 eV Å⁻¹
Charge = +2
Orbital gap (spin up / spin down) = 5.883 / 6.656 eV
Spin multiplicity = 4

=====

(3)
This record from the OMol25 dataset describes a molecular structure, C20H29AsCdN10O3. The level of theory is the ωB97M-V functional and the def2-TZVPD basis.

XYZ file:
```
64
Properties=species:S:1:pos:R:3:forces:R:3:nbo_charge:R:1
Cd 0.171 0.155 -0.929 0.18 0.00 0.47 1.7123
C -1.715 2.457 -1.959 0.00 -0.04 0.00 -0.2762
N -1.794 1.597 -0.773 0.12 0.06 -0.04 -0.6733
C -1.699 2.309 0.509 -0.02 -0.02 0.02 -0.2816
C -0.954 1.492 1.530 -0.07 0.01 -0.11 0.4237
N 0.026 0.671 1.247 -0.03 0.07 0.16 -0.6332
C 0.382 0.064 2.447 0.05 -0.01 -0.15 0.1644
C 1.314 -0.935 2.716 0.00 -0.01 0.00 -0.2352
C 1.439 -1.356 4.023 -0.03 0.02 0.04 -0.2015
C 0.654 -0.802 5.050 0.03 -0.02 -0.02 -0.1911
C -0.284 0.177 4.795 0.03 -0.01 -0.03 -0.2092
C -0.402 0.589 3.471 -0.15 0.10 0.07 0.0772
N -1.255 1.493 2.846 0.08 -0.02 0.07 -0.5110
C -0.300 2.941 -2.086 -0.05 -0.02 0.11 0.3986
N 0.737 2.193 -1.785 -0.01 0.06 0.03 -0.6500
C 1.858 3.008 -1.944 0.04 -0.23 -0.03 0.1598
C 3.211 2.739 -1.745 0.00 0.00 0.01 -0.2335
C 4.104 3.760 -1.987 -0.01 0.06 -0.02 -0.1914
C 3.672 5.026 -2.421 0.02 -0.05 0.01 -0.1843
C 2.337 5.306 -2.618 0.00 -0.01 0.00 -0.2029
C 1.446 4.268 -2.367 -0.13 0.12 -0.05 0.0789
N 0.057 4.192 -2.433 0.09 0.01 -0.10 -0.5018
H -2.405 3.306 -1.934 0.00 0.02 0.03 0.2125
H -1.971 1.844 -2.825 -0.02 0.04 -0.02 0.2560
H -2.609 0.998 -0.808 0.01 -0.01 0.00 0.4095
H -2.684 2.575 0.901 0.00 0.03 0.01 0.2220
H -1.157 3.244 0.349 0.02 -0.01 -0.01 0.2375
H 1.905 -1.373 1.922 0.00 0.00 0.00 0.2025
H 2.156 -2.126 4.272 0.00 0.00 0.00 0.2318
H 0.788 -1.154 6.063 0.00 0.00 0.00 0.2392
H -0.890 0.598 5.585 -0.01 0.00 0.00 0.2388
H -1.930 2.088 3.297 -0.02 -0.02 0.00 0.4376
H 3.542 1.767 -1.404 0.00 0.02 0.00 0.2041
H 5.162 3.590 -1.842 0.00 0.00 0.00 0.2332
H 4.406 5.799 -2.601 0.01 0.00 0.00 0.2393
H 2.006 6.280 -2.949 0.00 0.00 0.00 0.2384
H -0.568 4.919 -2.742 0.00 0.01 0.02 0.4400
N 2.975 -1.063 -0.815 -0.02 -0.05 -0.02 -0.6496
N 2.718 -2.400 -1.144 0.10 -0.03 0.13 -0.4183
C 1.584 -2.745 -1.780 -0.14 0.28 -0.08 0.6387
N 1.418 -4.016 -2.114 -0.11 0.07 0.00 -0.7568
N 0.755 -1.722 -2.038 -0.32 -0.48 -0.15 -0.5847
N -0.486 -1.947 -2.600 0.10 0.29 -0.05 0.6509
O -0.938 -3.042 -2.841 0.25 -0.31 -0.05 -0.3865
O -1.091 -0.902 -2.805 -0.17 -0.06 -0.05 -0.4335
H 3.635 -0.668 -1.478 0.02 0.00 0.03 0.3802
H 3.371 -1.026 0.117 0.01 0.02 0.00 0.3839
H 3.454 -3.087 -1.055 0.02 0.05 -0.02 0.3997
H 2.133 -4.700 -1.930 -0.02 -0.01 -0.01 0.4219
H 0.565 -4.286 -2.580 0.00 -0.02 -0.03 0.4541
C -3.840 -3.056 -0.563 -0.06 -0.01 -0.06 -1.0029
As -2.425 -2.643 0.650 0.20 0.15 -0.05 2.0041
C -3.213 -1.962 2.251 -0.02 0.06 0.10 -1.0050
C -1.540 -4.278 1.077 0.08 -0.09 0.00 -1.0039
O -1.340 -1.540 0.042 -0.01 0.06 -0.20 -1.2772
H -4.493 -3.794 -0.098 -0.03 0.00 -0.05 0.2590
H -3.421 -3.456 -1.485 0.00 0.01 0.00 0.2656
H -4.406 -2.153 -0.782 -0.01 0.00 -0.01 0.2532
H -3.919 -2.675 2.676 0.01 -0.01 0.00 0.2617
H -3.736 -1.039 2.006 -0.01 0.01 0.04 0.2446
H -2.417 -1.758 2.966 -0.01 0.02 0.01 0.2557
H -2.227 -4.985 1.539 0.00 0.00 0.01 0.2613
H -0.720 -4.054 1.757 0.00 -0.03 0.01 0.2548
H -1.150 -4.702 0.153 0.02 -0.03 0.02 0.2477
```
Positions in Å, forces in eV/Å.

## Properties
Max |F| = 0.6 eV Å⁻¹
Charge = +2
Orbital gap = 8.526 eV

=====

(4)
This record from the OMol25 dataset describes a gas-phase ion, C12H17N2 (charge +1) at a distorted geometry. The level of theory is the ωB97M-V functional and the def2-TZVPD basis.

XYZ file:
```
31
Properties=species:S:1:pos:R:3:forces:R:3:nbo_charge:R:1
C 3.654 -1.905 -1.321 0.95 -0.27 -0.76 -0.1681
C 3.054 -2.229 -0.099 -0.21 -0.09 0.00 -0.1973
C 3.194 -0.819 -2.082 -0.60 -0.41 0.83 -0.1899
C 1.943 -1.505 0.336 0.74 -2.07 1.62 -0.2319
C 2.096 -0.071 -1.588 0.71 1.26 -1.84 -0.1893
C 1.484 -0.381 -0.390 -0.47 -0.80 1.81 -0.0762
C -1.305 1.447 -1.334 0.68 -5.27 1.75 -0.3491
C -0.168 1.671 -0.310 -0.15 0.89 -2.98 -0.5357
C -2.473 0.519 -0.748 4.24 -0.38 -0.71 -0.2676
C -1.923 -0.886 1.141 2.45 -1.11 1.24 -0.3252
C -1.334 0.248 2.012 -1.93 -0.99 -1.72 -0.2676
C 0.437 0.415 0.170 -1.73 0.90 1.49 0.2609
N -1.917 -0.703 -0.241 0.01 -0.06 -1.92 -0.2411
N 0.133 0.349 1.634 0.19 -0.33 1.98 -0.5630
H 4.523 -2.500 -1.745 -1.22 0.76 0.83 0.2409
H 3.421 -3.067 0.526 -0.27 0.60 -0.64 0.2376
H 3.734 -0.658 -3.019 -0.62 0.48 0.29 0.2453
H 1.540 -2.021 1.310 0.17 1.71 -1.83 0.2134
H 1.701 0.855 -2.097 0.75 -1.26 0.23 0.2257
H -1.698 2.197 -1.882 -0.95 2.95 -1.29 0.2263
H -0.924 0.697 -2.022 0.43 0.27 -0.65 0.2117
H 0.602 2.202 -0.867 0.27 0.13 -0.25 0.2558
H -0.534 2.457 0.316 0.05 -0.11 1.61 0.2380
H -2.860 0.941 0.052 -2.79 2.85 3.29 0.1570
H -3.108 0.418 -1.559 -1.50 -0.74 -1.40 0.2349
H -1.315 -1.818 1.263 0.42 0.66 0.26 0.2116
H -2.720 -1.289 1.722 -2.10 0.24 -0.34 0.2544
H -1.984 1.140 1.910 1.28 0.12 -0.47 0.2396
H -1.549 -0.039 3.016 1.00 -0.23 1.10 0.2458
H 0.415 1.229 2.136 0.49 -0.95 -0.74 0.4458
H 0.584 -0.484 2.113 -0.29 1.26 -0.80 0.4575
```
Positions in Å, forces in eV/Å.

## Properties
Max |F| = 5.6 eV Å⁻¹
Charge = +1
Orbital gap (spin up / spin down) = 7.921 / 7.556 eV